C3H7F2P | wB97M-V/def2-TZVPD

XYZ file:
```
13
Properties=species:S:1:pos:R:3:forces:R:3
C 0.29776 -1.45994 0.08711 0.7 1.5 -3.2
C -1.52663 1.05438 -0.16124 2.8 -2.1 -0.4
C 1.04074 -0.17244 -0.20220 3.3 0.7 1.5
F 1.67146 -0.13054 -1.35441 -0.4 -0.7 -1.6
F 2.61968 -0.16835 0.64217 -3.6 -0.1 -0.6
P 0.31372 1.53726 0.05111 0.1 -0.4 1.3
H -0.32417 -1.22873 0.93394 0.3 -1.2 0.8
H -0.40606 -1.50331 -0.82447 0.8 -0.2 1.3
H 1.07702 -2.23269 -0.08490 -0.9 0.0 1.1
H -1.69516 0.96880 -1.26261 -0.2 0.2 1.0
H -1.96143 1.89369 0.31247 -1.3 0.4 0.4
H -1.54247 0.02761 0.34158 -1.1 1.9 -0.6
H 0.43555 1.41426 1.52143 -0.4 0.1 -1.2
```
Forces are in eV/Å.

Computed properties:
**Orbital gap**: 10.49 eV
**Energy relative to the best compared isomer or geometry (same formula, charge and spin)**: 2.358 eV
**Charge**: 0
**DFT total energy**: -17945.8036 eV
**Lowest unoccupied orbital energy**: 0.61 eV